(1)
A cluster of 9 separate species, C16H50O17 in total. Source: OMol25; level of theory: wB97M-V/def2-TZVPD.

Each line ends with the Löwdin charge.
Cartesian coordinates (Å):
1 O 4.016 3.524 2.390  -0.09
2 C 3.411 2.180 2.513  -0.18
3 C 2.897 1.580 1.170  -0.27
4 O 1.654 2.040 0.936  -0.08
5 H 3.232 4.111 2.350  0.08
6 H 4.253 1.588 2.806  0.10
7 H 2.614 2.164 3.286  0.13
8 H 2.760 0.512 1.351  0.10
9 H 3.639 1.759 0.337  0.14
10 H 1.602 2.812 0.354  0.07
11 O 2.243 6.050 -1.906  -0.06
12 C 3.021 4.940 -1.489  -0.27
13 C 2.408 3.706 -1.955  -0.23
14 O 1.158 3.619 -1.221  -0.10
15 H 1.426 6.140 -1.397  0.09
16 H 4.071 5.018 -1.820  0.13
17 H 3.002 4.910 -0.358  0.13
18 H 2.963 2.773 -1.704  0.12
19 H 2.257 3.701 -3.064  0.14
20 H 0.638 2.901 -1.595  0.04
21 O 0.351 -1.392 -3.029  -0.11
22 C 0.582 -0.291 -3.872  -0.21
23 C -0.433 0.857 -3.529  -0.21
24 O -0.163 1.352 -2.241  -0.11
25 H 1.152 -1.945 -2.787  0.09
26 H 1.610 0.113 -3.854  0.13
27 H 0.222 -0.522 -4.893  0.11
28 H -1.453 0.543 -3.563  0.10
29 H -0.285 1.688 -4.217  0.12
30 H -0.123 0.553 -1.663  0.05
31 O -4.171 0.260 0.882  -0.09
32 C -4.410 -0.448 -0.366  -0.21
33 C -3.704 0.088 -1.545  -0.31
34 O -3.960 1.368 -1.982  -0.03
35 H -4.787 1.012 0.850  0.09
36 H -4.087 -1.481 -0.237  0.11
37 H -5.485 -0.317 -0.562  0.13
38 H -3.844 -0.540 -2.420  0.13
39 H -2.641 0.028 -1.363  0.10
40 H -3.407 1.922 -1.427  0.09
41 O -1.946 -1.214 1.633  -0.09
42 C -1.198 -2.297 2.154  -0.23
43 C -1.234 -2.342 3.664  -0.28
44 O -0.694 -1.146 4.112  -0.07
45 H -1.568 -0.386 1.958  0.04
46 H -1.710 -3.202 1.753  0.14
47 H -0.135 -2.198 1.962  0.12
48 H -0.613 -3.217 3.987  0.13
49 H -2.297 -2.457 4.011  0.14
50 H -0.778 -1.219 5.086  0.12
51 O 2.384 -2.460 -1.574  -0.10
52 C 2.693 -1.397 -0.613  -0.21
53 C 4.096 -1.633 -0.061  -0.22
54 O 4.281 -3.037 0.212  -0.09
55 H 2.950 -3.224 -1.310  0.10
56 H 2.656 -0.424 -1.126  0.12
57 H 1.856 -1.360 0.095  0.09
58 H 4.413 -1.129 0.854  0.11
59 H 4.763 -1.353 -0.876  0.12
60 H 3.823 -3.139 1.086  0.12
61 O -1.218 1.809 4.848  -0.05
62 C -2.172 1.567 3.855  -0.27
63 C -1.571 2.050 2.547  -0.20
64 O -0.483 1.137 2.266  -0.11
65 H -0.471 1.238 4.793  0.06
66 H -2.527 0.528 3.831  0.11
67 H -3.097 2.095 4.034  0.12
68 H -1.160 3.043 2.772  0.13
69 H -2.403 2.003 1.782  0.12
70 H 0.279 1.600 1.805  0.07
71 O -0.568 -3.506 -1.145  -0.08
72 C -1.380 -3.814 -2.287  -0.24
73 C -2.673 -4.517 -1.894  -0.23
74 O -2.434 -5.560 -0.938  -0.08
75 H -0.705 -4.295 -0.552  0.11
76 H -1.663 -2.926 -2.883  0.12
77 H -0.923 -4.460 -3.003  0.10
78 H -3.087 -4.939 -2.832  0.13
79 H -3.261 -3.675 -1.461  0.12
80 H -3.218 -5.798 -0.408  0.10
81 O -0.195 -0.840 -0.492  -0.08
82 H -0.930 -1.071 0.115  0.02
83 H -0.110 -1.712 -0.926  0.01

## Properties
Kohn-Sham gap = 9.76 eV
HOMO level = -9.52 eV
net charge = 0
relative energy (zero: lowest compared OMol25 entry of this formula, charge and spin) = 50.1 kcal per mole
SMILES = OCCO.OCCO.OCCO.OCCO.OCCO.OCCO.OCCO.OCCO.O

---

(2)
An isolated molecule of C17H22N2O4. Source: OMol25; level of theory: wB97M-V/def2-TZVPD.

Each line ends with the Löwdin charge.
Cartesian coordinates (Å):
1 C 4.903 2.387 0.129  -0.07
2 C 3.436 2.771 0.194  -0.23
3 O 2.655 1.637 -0.174  -0.04
4 C 1.315 1.844 -0.237  -0.43
5 O 0.829 2.924 0.015  0.11
6 C 0.563 0.657 -0.600  -0.03
7 C 1.007 -0.562 -1.087  -0.19
8 C 2.379 -0.957 -1.509  0.00
9 N -0.058 -1.398 -1.257  0.00
10 C 0.004 -2.806 -1.530  -0.10
11 C -0.061 -3.607 -0.211  -0.14
12 N 0.949 -3.166 0.717  0.05
13 C 0.665 -2.262 1.698  -0.54
14 C 1.891 -1.697 2.379  0.01
15 O -0.468 -1.959 1.990  0.08
16 C -1.210 -0.748 -0.864  -0.18
17 C -2.530 -1.179 -0.839  -0.01
18 C -3.483 -0.289 -0.406  0.00
19 C -3.148 1.014 0.006  -0.26
20 O -4.207 1.777 0.406  -0.09
21 C -3.945 3.081 0.863  -0.09
22 C -1.834 1.445 -0.018  0.06
23 C -0.862 0.552 -0.459  -0.09
24 H 5.104 1.557 0.801  0.07
25 H 5.170 2.089 -0.882  0.08
26 H 5.515 3.236 0.421  0.08
27 H 3.152 3.083 1.206  0.13
28 H 3.209 3.598 -0.489  0.13
29 H 2.795 -1.735 -0.868  0.07
30 H 2.369 -1.328 -2.535  0.09
31 H 3.031 -0.093 -1.456  0.07
32 H 0.932 -3.032 -2.060  0.12
33 H -0.839 -3.089 -2.166  0.13
34 H -1.021 -3.425 0.278  0.12
35 H 0.054 -4.674 -0.416  0.12
36 H 1.911 -3.343 0.478  0.13
37 H 2.657 -2.456 2.518  0.08
38 H 2.290 -0.893 1.762  0.07
39 H 1.606 -1.281 3.341  0.09
40 H -2.812 -2.175 -1.144  0.11
41 H -4.523 -0.572 -0.364  0.12
42 H -3.284 3.074 1.736  0.10
43 H -4.912 3.496 1.144  0.09
44 H -3.497 3.699 0.079  0.10
45 H -1.534 2.433 0.286  0.10

## Properties
Kohn-Sham gap = 8.19 eV
HOMO level = -7.67 eV
net charge = 0
relative energy (zero: lowest compared OMol25 entry of this formula, charge and spin) = 16.2 kcal per mole
SMILES = CCOC(=O)c1c(C)n(CCNC(C)=O)c2ccc(OC)cc12

---

(3)
An isolated molecule of C2H2Br2S2. Source: OMol25; level of theory: wB97M-V/def2-TZVPD.

Each line ends with the Löwdin charge.
Cartesian coordinates (Å):
1 S -0.122 -1.927 -1.257  0.63
2 C -0.530 -0.545 -0.095  -0.98
3 Br -2.642 -0.318 0.334  0.44
4 C 0.383 0.203 0.502  -1.18
5 S -0.062 1.615 1.554  0.69
6 Br 2.270 -0.096 0.284  0.67
7 H -0.227 -1.285 -2.482  -0.10
8 H 0.930 2.352 1.159  -0.17

## Properties
Kohn-Sham gap = 8.73 eV
HOMO level = -9.39 eV
net charge = 0
relative energy (zero: lowest compared OMol25 entry of this formula, charge and spin) = 27.5 kcal per mole
SMILES = S/C(Br)=C(/S)Br